No. 1
A molecular structure, C26H19BrIrNO2S4 in a non-equilibrium geometry. Source: the Open Molecules 2025 dataset; level of theory: ωB97M-V/def2-TZVPD.

Net charge ... +1
Gap between HOMO and LUMO (spin up / spin down) ... 0.2991 / 0.1892 Ha
Relative energy (zero: lowest compared OMol25 entry of this formula, charge and spin) ... 0.242 eV
Electronic energy ... -149070.8034 eV
Spin multiplicity ... 6
HOMO level (spin up / spin down) ... -10.838 / -10.831 eV

The geometry in XYZ format:
```
54
Properties=species:S:1:pos:R:3:nbo_charge:R:1
Ir -0.682 0.292 -0.739 0.802
S 0.795 -3.198 0.208 0.291
C 2.158 -3.205 -0.822 -0.287
C 3.074 -4.274 -0.721 -0.216
C 4.161 -4.375 -1.569 -0.168
C 4.368 -3.412 -2.545 -0.206
C 3.491 -2.337 -2.664 -0.225
C 2.410 -2.219 -1.810 -0.127
S 1.409 -0.755 -2.023 0.306
C 2.458 0.423 -1.115 -0.570
C 1.898 1.818 -1.158 0.245
C 2.740 2.869 -1.492 -0.226
C 2.252 4.171 -1.460 -0.140
C 0.964 4.383 -1.044 -0.186
C 0.140 3.296 -0.675 0.112
C -1.115 3.534 -0.117 -0.254
S -2.087 1.197 -2.207 0.143
C -3.506 0.140 -2.148 -0.076
C -4.675 0.501 -2.791 -0.235
C -5.788 -0.334 -2.724 -0.138
C -5.739 -1.530 -2.019 -0.205
C -4.571 -1.901 -1.377 -0.138
C -3.455 -1.060 -1.435 -0.312
S -1.993 -1.528 -0.646 0.375
N 0.618 2.009 -0.811 -0.507
H 2.891 -5.024 0.036 0.229
H 4.846 -5.207 -1.478 0.234
H 5.208 -3.496 -3.221 0.229
H 3.647 -1.592 -3.434 0.230
H 3.451 0.406 -1.557 0.245
H 2.513 0.091 -0.077 0.269
H 3.761 2.663 -1.778 0.236
H 2.888 5.000 -1.741 0.241
H 0.554 5.381 -0.962 0.238
H -1.469 4.552 -0.044 0.209
H -1.721 2.744 0.296 0.230
H -4.718 1.432 -3.343 0.237
H -6.700 -0.044 -3.228 0.235
H -6.608 -2.171 -1.973 0.238
H -4.510 -2.830 -0.824 0.237
Br -2.210 1.740 6.721 0.084
C -1.004 0.855 5.563 -0.092
C 0.076 0.168 6.095 -0.202
C 0.959 -0.479 5.242 -0.201
C 0.768 -0.434 3.871 -0.176
C -0.321 0.258 3.354 -0.116
C -1.219 0.906 4.198 -0.199
C -0.549 0.313 1.890 0.761
O -1.596 0.805 1.406 -0.673
O 0.337 -0.160 1.095 -0.725
H 0.223 0.138 7.166 0.238
H 1.800 -1.019 5.656 0.228
H 1.447 -0.935 3.195 0.233
H -2.065 1.434 3.783 0.246
```

=====

No. 2
A molecular structure, C26H19BrNO2OsS4 in a non-equilibrium geometry. Source: the Open Molecules 2025 dataset; level of theory: ωB97M-V/def2-TZVPD.

Net charge ... +1
Gap between HOMO and LUMO (spin up / spin down) ... 0.2043 / 0.2066 Ha
Electronic energy ... -148699.1775 eV
Spin multiplicity ... 5
HOMO level (spin up / spin down) ... -8.829 / -11.166 eV

The geometry in XYZ format:
```
54
Properties=species:S:1:pos:R:3:nbo_charge:R:1
Os 0.027 1.284 0.232 0.748
S -0.457 1.579 2.528 0.319
C -1.970 0.660 2.674 -0.263
C -2.412 -0.070 3.814 -0.164
C -3.505 -0.971 3.763 -0.187
C -4.264 -1.109 2.602 -0.163
C -3.897 -0.341 1.482 -0.254
C -2.795 0.498 1.509 -0.079
S -2.482 1.272 -0.092 0.353
C -2.418 -0.011 -1.404 -0.572
C -1.193 0.202 -2.339 0.250
C -1.108 -0.484 -3.549 -0.237
C 0.002 -0.380 -4.392 -0.111
C 1.077 0.296 -3.821 -0.230
C 1.039 0.907 -2.565 0.231
C 2.212 1.661 -1.935 -0.566
S 2.323 1.398 -0.097 0.445
C 2.697 3.027 0.363 -0.246
C 4.053 3.316 0.415 -0.196
C 4.500 4.596 0.767 -0.180
C 3.546 5.553 1.146 -0.176
C 2.195 5.293 0.952 -0.200
C 1.701 4.035 0.527 -0.195
S 0.059 3.669 0.022 0.116
N -0.125 0.882 -1.829 -0.506
H -1.868 -0.015 4.765 0.243
H -3.795 -1.477 4.686 0.238
H -5.123 -1.776 2.598 0.236
H -4.466 -0.380 0.544 0.225
H -3.345 0.003 -1.985 0.257
H -2.274 -0.995 -0.975 0.270
H -1.975 -1.075 -3.834 0.237
H 0.000 -0.816 -5.394 0.254
H 2.033 0.389 -4.373 0.239
H 2.119 2.737 -2.143 0.269
H 3.129 1.319 -2.442 0.253
H 4.730 2.495 0.129 0.235
H 5.574 4.798 0.835 0.237
H 3.821 6.548 1.530 0.241
H 1.481 6.065 1.174 0.234
Br 0.711 -4.307 3.311 0.104
C 0.331 -4.265 1.428 -0.031
C 0.294 -5.527 0.822 -0.237
C 0.035 -5.671 -0.549 -0.173
C -0.209 -4.527 -1.324 -0.240
C -0.206 -3.270 -0.729 -0.125
C 0.107 -3.103 0.638 -0.216
C 0.139 -1.640 1.190 0.791
O 0.231 -1.412 2.394 -0.588
O 0.121 -0.747 0.203 -0.777
H 0.426 -6.419 1.440 0.240
H -0.012 -6.664 -0.993 0.230
H -0.405 -4.625 -2.381 0.217
H -0.410 -2.406 -1.338 0.200
```

=====

No. 3
A molecular structure, C26H19FN3NaO3S4 in a non-equilibrium geometry. Source: the Open Molecules 2025 dataset; level of theory: ωB97M-V/def2-TZVPD.

Net charge ... -2
Gap between HOMO and LUMO ... 0.0966 Ha
Relative energy (zero: lowest compared OMol25 entry of this formula, charge and spin) ... 0.744 eV
Electronic energy ... -88362.5245 eV
HOMO level ... 0.973 eV

The geometry in XYZ format:
```
57
Properties=species:S:1:pos:R:3:nbo_charge:R:1
Na -1.881 0.908 -0.852 0.862
S -0.806 4.687 -0.089 -0.754
S -2.742 4.919 0.111 -0.178
S -3.774 3.556 -1.201 -0.197
S -5.616 3.333 -0.564 -0.747
C 4.277 -3.122 -2.254 -0.611
C 4.544 -1.987 -1.262 -0.019
C 5.714 -1.138 -1.767 -0.393
C 5.992 -0.009 -0.782 -0.415
C 4.741 0.810 -0.623 -0.063
C 4.815 2.162 -0.298 -0.263
C 3.649 2.906 -0.236 0.373
F 3.768 4.215 0.121 -0.332
C 2.420 2.373 -0.536 -0.221
C 2.324 1.006 -0.841 -0.173
C 1.003 0.441 -1.151 0.577
O 0.043 1.166 -1.437 -0.631
C 0.967 -0.999 -1.079 -0.312
C 2.118 -1.701 -1.029 0.081
N 3.374 -1.145 -1.068 -0.409
C 3.492 0.214 -0.850 0.227
C -0.366 -1.789 -1.066 0.776
O -0.253 -3.017 -1.167 -0.763
O -1.403 -1.114 -0.965 -0.785
H 5.220 -3.599 -2.514 0.202
H 3.821 -2.735 -3.161 0.221
H 3.620 -3.877 -1.836 0.221
H 4.835 -2.429 -0.294 0.177
H 5.457 -0.715 -2.741 0.208
H 6.596 -1.774 -1.897 0.203
H 6.809 0.624 -1.141 0.210
H 6.304 -0.432 0.178 0.202
H 5.768 2.624 -0.082 0.212
H 1.518 2.967 -0.523 0.296
H 2.058 -2.778 -0.967 0.235
C -1.682 1.440 3.641 -0.261
C -1.551 1.687 2.272 0.076
N -2.362 1.183 1.363 -0.434
C -3.358 0.391 1.750 0.263
C -3.596 0.086 3.119 -0.122
C -2.716 0.646 4.071 -0.155
C -4.660 -0.762 3.486 -0.183
C -5.443 -1.355 2.531 -0.193
C -5.220 -1.110 1.161 -0.099
C -5.970 -1.747 0.151 -0.142
C -5.710 -1.450 -1.162 -0.258
C -4.727 -0.500 -1.450 0.095
N -4.008 0.106 -0.531 -0.390
C -4.211 -0.199 0.747 0.176
H -0.979 1.872 4.344 0.208
H -0.767 2.332 1.899 0.230
H -2.867 0.429 5.125 0.195
H -4.833 -0.947 4.540 0.194
H -6.247 -2.026 2.811 0.195
H -6.730 -2.470 0.431 0.193
H -6.253 -1.936 -1.962 0.203
H -4.517 -0.225 -2.473 0.193
```

=====

No. 4
A molecular structure, C26H19N2O4PPdSe2 in a non-equilibrium geometry. Source: the Open Molecules 2025 dataset; level of theory: ωB97M-V/def2-TZVPD.

Gap between HOMO and LUMO (spin up / spin down) ... 0.2186 / 0.2189 Ha
Relative energy (zero: lowest compared OMol25 entry of this formula, charge and spin) ... 2.923 eV
Electronic energy ... -181898.6865 eV
HOMO level (spin up / spin down) ... -8.464 / -8.466 eV

The geometry in XYZ format:
```
55
Properties=species:S:1:pos:R:3:nbo_charge:R:1
Pd 0.402 0.718 1.263 0.707
Se 1.392 -1.158 -0.024 -0.190
P 0.460 -1.880 1.842 0.934
Se -0.909 -0.559 2.956 -0.186
C -0.419 -3.397 1.313 -0.309
C 0.342 -4.363 0.663 -0.216
C -0.286 -5.444 0.077 -0.205
C -1.668 -5.558 0.138 -0.188
C -2.418 -4.607 0.807 -0.206
C -1.796 -3.519 1.397 -0.223
C 1.730 -2.468 3.015 -0.427
C 1.269 -3.213 4.095 -0.131
C 2.177 -3.706 5.013 -0.223
C 3.531 -3.453 4.850 -0.185
C 3.981 -2.697 3.781 -0.202
C 3.079 -2.194 2.858 -0.185
H 1.415 -4.238 0.600 0.224
H 0.296 -6.184 -0.448 0.221
H -2.159 -6.386 -0.350 0.219
H -3.493 -4.698 0.850 0.219
H -2.375 -2.761 1.911 0.235
H 0.206 -3.386 4.207 0.214
H 1.830 -4.284 5.855 0.220
H 4.238 -3.841 5.569 0.219
H 5.035 -2.496 3.666 0.222
H 3.418 -1.594 2.021 0.240
N -1.685 1.424 0.130 -0.410
C -2.395 1.819 -0.685 0.375
C -3.276 2.289 -1.674 -0.216
C -2.872 3.306 -2.544 -0.098
C -3.760 3.766 -3.497 -0.222
C -5.033 3.224 -3.590 -0.174
C -5.429 2.216 -2.724 -0.209
C -4.559 1.740 -1.763 -0.151
H -1.881 3.729 -2.462 0.226
H -3.461 4.557 -4.168 0.226
H -5.720 3.589 -4.339 0.222
H -6.424 1.805 -2.794 0.223
H -4.860 0.960 -1.078 0.228
O 2.281 4.468 1.759 -0.634
C 1.908 3.438 1.227 0.754
O 1.507 2.405 1.851 -0.800
C 1.955 3.360 -0.309 -0.102
C 2.704 4.300 -1.012 -0.169
C 2.756 4.255 -2.392 -0.204
C 2.062 3.254 -3.067 0.066
C 1.319 2.301 -2.378 -0.210
C 1.262 2.376 -1.003 -0.184
N 2.096 3.205 -4.504 0.516
O 1.413 2.366 -5.056 -0.387
O 2.795 4.009 -5.081 -0.377
H 3.232 5.059 -0.452 0.251
H 3.320 4.979 -2.961 0.247
H 0.808 1.520 -2.923 0.246
H 0.654 1.645 -0.439 0.167
```